# 1
C26H46As2CaN2O3SSi2 | ωB97M-V with the def2-TZVPD basis set

```
! RIJCOSX wB97M-V def2-TZVPD def2/J DEFGRID3
* xyz -2 1
As -2.36 -1.86 0.59
As -2.32 0.56 -1.95
Ca 0.00 0.04 0.08
S 0.67 -1.88 1.62
Si 2.75 -1.12 -0.43
Si 1.24 1.03 -2.48
O -1.79 3.03 0.56
O -0.15 -1.51 -1.36
O -0.57 2.43 -0.03
N -1.30 1.04 1.57
N 1.67 1.14 1.01
C 1.26 2.94 -2.39
C 3.60 -0.55 -1.99
C 0.99 2.16 1.85
C -4.97 -0.47 1.28
C 5.54 -0.59 -3.46
C 4.91 0.30 -4.31
C -3.39 0.56 -3.63
C -2.96 -3.02 -0.97
C -0.81 -1.39 2.62
C -4.92 1.41 -0.76
C -3.91 -0.47 0.39
C 4.02 -0.76 1.26
C 4.89 -1.01 -2.30
C -6.00 0.45 1.16
C 2.62 -3.03 -0.41
C -1.81 -0.25 2.02
C -3.87 0.51 -0.66
C -0.41 1.76 2.47
C -5.98 1.39 0.14
C -3.15 -3.12 1.88
C 2.97 0.36 -2.85
C 1.96 -0.95 2.58
C 2.66 0.27 1.70
C 0.09 0.62 -3.94
C -2.03 2.51 -2.05
C 3.64 0.77 -4.01
H -1.32 2.69 -2.85
H -4.15 -3.41 1.56
H 0.27 3.35 -2.23
H -6.79 2.10 0.04
H -0.23 1.18 3.39
H -0.48 -1.08 3.62
H 2.18 -3.42 0.51
H 1.66 2.54 2.64
H -4.03 -3.25 -0.91
H 5.39 -1.72 -1.65
H -2.52 -4.01 1.90
H 3.16 1.47 -4.69
H 1.98 -3.31 -1.26
H 3.34 0.87 2.33
H -1.58 2.89 -1.04
H -4.92 2.16 -1.55
H -3.19 -2.69 2.88
H 2.68 -1.69 2.89
H -2.34 -0.68 1.13
H -2.73 0.73 -4.48
H -4.14 1.36 -3.61
H -2.39 -3.95 -0.95
H -2.62 -0.07 2.77
H 1.67 3.35 -3.33
H -2.97 3.04 -2.28
H 4.12 0.63 1.26
H 1.91 3.24 -1.56
H -1.37 -2.29 2.76
H 2.18 1.72 0.04
H 5.11 -1.24 1.19
H -2.76 -2.50 -1.91
H -6.83 0.43 1.86
H -3.89 -0.40 -3.76
H 3.41 -0.29 0.71
H -0.92 2.67 2.78
H 6.53 -0.96 -3.69
H 0.03 -0.47 -4.02
H 3.61 -3.48 -0.53
H -0.90 1.03 -3.81
H -5.02 -1.19 2.10
H 3.56 -1.11 2.22
H 5.41 0.63 -5.22
H 0.80 3.00 1.19
H -2.09 1.56 1.08
H 0.52 1.03 -4.87
H 1.53 -0.54 3.50
*
```

Results
* LUMO energy (spin up / spin down): 4.2 / 4.2 eV
* electronic energy: -7478.738047 a.u.

# 2
C26H46BClO16P | ωB97M-V with the def2-TZVPD basis set

```
! RIJCOSX wB97M-V def2-TZVPD def2/J DEFGRID3
* xyz -1 1
Cl 4.69 -3.96 2.15
P 2.79 -3.01 1.83
O -4.06 1.84 2.22
O 0.05 2.22 -0.41
O -6.50 -4.01 -1.16
O -7.45 -4.71 -3.08
O 4.51 -1.52 -6.85
O 2.62 -0.26 -1.33
O -6.00 -2.93 -3.12
O 3.95 -3.70 -7.01
O 2.25 -2.61 3.47
O -5.02 0.88 0.37
O -1.15 7.20 3.13
O 5.22 -2.74 -8.65
O -0.08 5.41 2.19
O 0.02 5.79 4.45
O 1.55 -0.95 0.73
O -2.93 0.29 0.98
C -0.37 6.07 3.17
C 3.72 -0.98 -4.62
C -6.60 -3.80 -2.51
C 5.17 1.19 0.05
C 0.27 2.63 0.98
C -7.20 -5.75 0.38
C -5.47 -0.70 -1.40
C 3.60 -3.26 -5.71
C -7.55 -4.90 -0.82
C -3.36 -0.61 -0.02
C -4.44 0.16 -0.71
C -0.53 1.77 2.12
C 4.61 -2.66 -7.60
C 3.49 -1.78 -5.89
C 0.12 2.24 3.59
C 5.94 -0.01 -0.75
C -1.45 7.52 4.48
C 3.47 -1.25 -0.60
C 0.22 0.79 -0.63
C 2.98 -1.32 0.96
C 7.25 -0.43 0.21
C -7.72 -5.68 -2.09
C -4.01 1.07 1.28
C -0.56 6.60 6.65
C 5.06 -1.37 -0.99
C -0.27 6.95 5.21
B 1.70 0.18 -0.26
H 5.12 -1.66 -2.14
H -5.90 -1.44 -0.71
H -1.55 8.60 4.61
H 1.42 2.74 1.28
H 6.33 0.43 -1.78
H 3.03 -2.26 -1.05
H -1.70 2.01 2.12
H -3.71 -1.53 0.47
H -1.43 5.93 6.74
H -8.44 -4.29 -0.60
H 4.67 -1.24 -4.16
H 3.33 -0.52 1.73
H 5.57 -2.24 -0.39
H -6.95 -5.11 1.24
H 4.84 0.94 1.14
H -0.64 2.83 4.26
H 4.40 -3.56 -5.02
H -7.00 -6.50 -2.20
H -4.03 0.90 -1.41
H 7.60 0.60 0.71
H -0.76 7.49 7.25
H -6.31 -6.36 0.19
H 1.08 2.94 3.42
H -0.37 0.61 2.08
H 2.39 0.94 0.35
H 0.07 0.61 -1.80
H -8.03 -6.40 0.66
H 0.29 6.06 7.09
H -5.03 -1.23 -2.25
H 1.62 -3.31 3.81
H 8.13 -0.90 -0.41
H 4.31 1.63 -0.64
H 3.76 0.09 -4.85
H 2.66 -3.71 -5.38
H 0.56 1.27 4.12
H 2.53 -1.50 -6.34
H -2.40 7.04 4.74
H -0.15 3.75 1.07
H -6.31 -0.09 -1.76
H -0.61 0.11 -0.12
H 5.96 2.08 0.15
H -8.74 -6.08 -2.20
H 6.83 -1.13 1.06
H 0.60 7.61 5.15
H -2.53 -0.87 -0.70
H 2.92 -1.16 -3.90
*
```

Results
* LUMO energy: 1.7 eV
* electronic energy: -3048.516744 a.u.

# 3
C26H46BF5NO5S2 | ωB97M-V with the def2-TZVPD basis set

```
! RIJCOSX wB97M-V def2-TZVPD def2/J DEFGRID3
* xyz 1 1
S -3.95 4.30 2.66
S 0.10 -5.73 1.77
F -0.64 1.02 2.93
F -0.60 -1.03 2.28
F -2.54 -0.67 -2.76
F -2.04 -0.38 3.81
F -2.78 1.51 -2.92
O 0.65 -2.79 -3.55
O 0.72 -0.74 -4.63
O -0.12 -6.56 0.55
O -4.89 3.14 2.68
O 0.75 1.42 0.25
N 1.20 1.42 -1.09
C -0.36 -3.61 -2.90
C 0.23 -0.60 -2.15
C -2.70 0.59 -0.77
C 4.76 -0.65 0.37
C 3.23 -0.43 0.19
C -2.19 0.52 -2.18
C -1.48 -4.98 2.18
C -0.68 0.65 -2.39
C 1.53 0.13 -1.74
C 5.90 -0.75 2.65
C -3.65 0.79 1.81
C -4.94 5.78 2.85
C -1.96 0.22 0.28
C -3.97 1.07 -0.53
C 0.30 2.99 -2.94
C 0.14 -6.85 3.17
C 5.11 -1.53 1.59
C 2.75 -0.69 -1.26
C 0.24 -4.30 -1.67
C 0.04 1.93 -1.88
C -1.45 -0.06 2.66
C -2.40 0.33 1.57
C -4.43 1.14 0.73
C 1.79 4.93 -3.76
C 1.58 3.82 -2.72
C -3.18 4.38 4.29
B 0.52 -1.43 -3.48
H 1.60 4.18 -1.69
H 1.11 -4.85 -2.03
H -0.54 3.68 -2.96
H -4.28 6.65 2.96
H 0.86 5.24 -4.24
H -4.59 1.35 -1.36
H 0.17 -6.27 4.10
H -0.74 -7.49 3.16
H -1.40 -4.46 3.14
H 1.87 0.48 -2.73
H 2.50 -1.75 -1.38
H 2.52 4.59 -4.49
H -4.00 0.86 2.82
H 6.28 -1.47 3.38
H 1.09 -1.33 -5.30
H 4.23 -1.93 2.08
H 0.94 0.57 0.68
H 5.17 -1.03 -0.57
H -5.54 5.90 1.94
H 5.71 -2.38 1.25
H -0.97 -0.19 0.11
H 0.64 -3.54 -1.00
H 3.58 -0.46 -1.92
H 1.04 -7.45 3.10
H -0.06 -1.26 -1.33
H 2.74 -1.15 0.85
H 0.35 2.58 -3.95
H -0.68 -4.36 -3.62
H -0.48 -4.92 -1.16
H -0.71 2.37 -1.21
H -1.74 -4.27 1.40
H -3.95 4.37 5.06
H 5.25 -0.08 3.22
H -2.54 3.51 4.40
H -5.43 1.48 0.93
H -0.62 0.78 -3.47
H -2.25 -5.76 2.24
H 2.05 1.98 -1.06
H -2.58 5.29 4.36
H 6.73 -0.20 2.23
H -1.25 -3.03 -2.64
H 3.00 0.56 0.57
H 5.21 0.33 0.56
H 2.24 5.78 -3.25
H 2.43 3.13 -2.81
H -5.60 5.68 3.71
*
```

Results
* LUMO energy: -2.3 eV
* electronic energy: -2769.570243 a.u.